(1)
Here is 10 unconnected molecules or ions with the total composition C50H114F15N9O24S5 at a distorted geometry from OMol25. Energies are from wB97M-V/def2-TZVPD.

XYZ file:
```
217
Properties=species:S:1:pos:R:3:forces:R:3:lowdin_charge:R:1
C 0.7820 1.4746 -0.6747 1.4 1.0 -1.1 -0.0386
C 0.2267 0.5566 0.3383 -2.8 -0.5 -0.3 -0.4848
C -1.1509 0.0260 -0.2043 0.0 -1.2 -1.6 -0.1253
C -0.9552 -1.1158 -1.2147 1.1 -1.1 -0.4 -0.1747
C -0.0258 -2.2339 -0.7094 0.3 0.1 -0.4 -0.1253
C 1.3978 -1.7241 -0.2787 -2.3 0.4 0.7 -0.4361
N 1.0564 -0.6229 0.6659 -0.5 0.2 1.8 -0.1711
O 2.0504 -0.2411 1.6046 0.9 -0.5 -0.2 -0.2879
C 2.2045 -1.3573 -1.5440 0.5 -0.1 0.3 -0.0073
C 2.1026 -2.8852 0.4740 0.7 0.5 -0.2 -0.0133
C -0.2680 1.3961 1.5530 0.8 -1.2 2.0 -0.0258
H 1.7972 1.7507 -0.3895 0.2 0.0 0.0 0.0707
H 0.2548 2.4245 -0.7637 -0.3 -0.1 0.1 0.0897
H 0.8303 1.0338 -1.6704 0.0 -0.1 -0.1 0.0770
H -1.7108 0.7239 -0.8269 0.2 0.9 0.4 0.0981
H -1.8566 -0.2895 0.5641 0.3 -0.1 0.4 0.1046
H -0.5396 -0.7615 -2.1580 0.3 0.6 0.0 0.0917
H -1.8385 -1.6150 -1.6133 -0.5 0.2 0.7 0.0853
H 0.1303 -3.0020 -1.4670 0.0 0.0 -0.5 0.0943
H -0.5913 -2.7814 0.0446 0.4 0.1 0.8 0.0912
H 2.7108 -2.2493 -1.9131 0.2 0.1 0.0 0.0724
H 2.9455 -0.6088 -1.2636 0.1 -0.4 -0.2 0.0462
H 1.7091 -0.9238 -2.4128 -0.6 0.0 0.3 0.0758
H 2.1843 -3.7425 -0.1942 -0.3 -0.1 0.0 0.0608
H 1.6916 -3.1993 1.4334 -0.8 0.1 -0.2 0.0661
H 3.1344 -2.6793 0.7590 0.2 0.5 -0.3 0.0601
H -1.2795 1.8019 1.5379 0.0 0.1 -0.9 0.0825
H 0.3606 2.1378 2.0459 0.5 0.3 -0.9 0.0587
H -0.3099 0.6855 2.3784 -0.3 -0.3 0.0 0.0381
C 2.1758 3.3667 4.0150 0.9 0.1 1.7 -0.1151
O 2.2630 4.7572 4.2258 -0.3 1.8 -2.1 -0.1712
C 1.7866 5.6547 3.1696 0.5 0.4 0.4 -0.1349
C 2.7108 5.8923 1.9207 0.8 0.8 0.1 -0.0509
N 2.6376 7.3533 1.4090 1.8 -1.6 -0.4 0.0596
H 1.6711 7.5729 1.2143 -1.1 0.4 -1.0 0.0322
H 2.8131 8.0517 2.1172 0.7 0.0 0.9 0.1443
C 3.6140 7.7125 0.2377 0.3 -0.6 1.6 -0.0207
C 5.1049 7.9272 0.7697 -2.3 1.7 1.3 -0.1341
O 5.0035 8.8664 1.8926 0.2 -0.8 -0.8 -0.2042
C 6.2942 9.2258 2.3521 0.9 0.8 -0.4 -0.1137
H 2.6942 2.9857 4.8948 -0.4 -0.1 0.6 0.0832
H 2.8894 2.9360 3.3126 -0.9 0.2 -1.3 0.0847
H 1.1325 3.0651 4.1086 0.1 -0.5 -0.9 0.0896
H 1.6199 6.6184 3.6511 0.7 0.1 0.4 0.1184
H 0.7569 5.5300 2.8345 -0.1 -1.2 -0.2 0.1150
H 2.5153 5.2360 1.0726 -0.5 0.2 0.0 0.1111
H 3.7837 5.7724 2.0704 -0.1 -0.3 0.8 0.1129
H 3.1347 8.5870 -0.2021 0.5 0.1 0.0 0.1345
H 3.6114 6.8938 -0.4819 -0.2 0.1 0.1 0.1011
H 5.6698 8.4213 -0.0207 0.2 -0.4 -0.2 0.1289
H 5.5868 7.0533 1.2082 0.0 -0.4 -0.7 0.1104
H 6.9904 8.4022 2.5110 -0.5 -0.6 0.7 0.0848
H 6.2457 9.9210 3.1903 -0.4 -0.5 0.2 0.0993
H 6.8848 9.7830 1.6249 -0.4 0.4 -0.7 0.0859
C -3.8476 -4.7535 -0.1725 -0.5 0.0 0.4 -0.0981
O -3.5601 -5.3774 -1.3889 -0.2 -0.9 -2.1 -0.1873
C -4.7289 -5.4957 -2.2550 -0.2 0.6 1.9 -0.1962
C -4.4654 -6.3333 -3.4570 2.1 0.9 -0.1 -0.0491
N -3.2000 -5.7556 -4.1651 -2.9 0.6 -1.8 0.0963
H -2.4114 -5.7009 -3.5364 0.4 0.4 0.3 0.1442
H -3.0160 -6.3979 -4.9226 0.6 -0.4 -0.1 0.1655
C -3.4395 -4.3978 -4.9164 1.6 0.8 2.6 -0.0387
C -2.0483 -3.8288 -5.1785 1.0 0.6 -2.9 -0.2425
O -1.1126 -3.8649 -4.1697 -0.1 -0.7 2.1 -0.2165
C 0.2299 -3.3686 -4.4059 -0.9 -0.7 0.8 -0.0283
H -4.4822 -3.8913 -0.3773 -0.1 0.2 0.4 0.0972
H -2.9554 -4.4364 0.3676 0.2 0.0 -0.6 0.0611
H -4.3291 -5.4877 0.4734 -0.5 0.2 0.2 0.0975
H -5.1417 -4.5053 -2.4465 0.5 0.4 -0.6 0.1276
H -5.5845 -5.9193 -1.7292 0.1 -0.6 0.4 0.1368
H -5.3050 -6.2969 -4.1511 0.2 -0.2 0.0 0.1500
H -4.1289 -7.3346 -3.1883 -0.5 -0.1 0.0 0.1372
H -3.8820 -3.6735 -4.2326 -0.4 -0.5 0.4 0.0901
H -4.1306 -4.4232 -5.7589 0.4 -0.6 -0.1 0.1479
H -2.1233 -2.7901 -5.5006 -0.6 0.0 -0.4 0.1309
H -1.5418 -4.3734 -5.9753 -0.5 -0.2 -0.8 0.1297
H 0.7406 -3.9806 -3.6624 0.6 0.6 -0.1 0.0744
H 0.2589 -2.3034 -4.1768 0.1 0.0 -0.1 0.0873
H 0.6629 -3.5854 -5.3824 -0.4 0.0 -0.2 0.1023
C 3.5763 4.0870 -2.2632 -0.9 1.3 -0.6 -0.1111
O 3.9001 3.0537 -1.3958 1.7 -1.1 -0.6 -0.1924
C 4.3384 1.9896 -2.2609 -0.2 -1.8 1.4 -0.1838
C 5.2371 1.0259 -1.4349 -0.7 1.6 0.3 -0.0513
N 4.6100 0.7900 -0.0655 2.8 0.0 -0.7 0.0782
H 4.3943 1.6993 0.3176 -0.6 0.6 0.0 0.1330
H 3.7674 0.2409 -0.1583 -0.6 -0.2 0.6 0.0922
C 5.5403 0.2002 1.0075 0.2 0.7 -0.7 -0.0319
C 6.6781 1.2166 1.4105 -0.2 -1.5 -1.3 -0.2314
O 6.0784 2.3672 1.8016 -0.1 2.4 1.8 -0.2142
C 6.8319 3.1440 2.8036 -3.5 0.6 0.2 -0.0306
H 3.3622 4.9973 -1.7032 -0.2 -0.2 0.0 0.0756
H 2.7137 3.7856 -2.8575 -0.4 0.3 0.0 0.1021
H 4.3551 4.3193 -2.9895 0.4 0.0 0.2 0.0968
H 5.0329 2.2727 -3.0518 -0.5 0.6 -0.3 0.1339
H 3.4305 1.5124 -2.6299 0.1 -0.1 -0.4 0.1217
H 6.0870 1.7018 -1.3405 0.4 -0.6 0.8 0.1272
H 5.5559 0.1059 -1.9249 -0.3 -0.1 0.1 0.1386
H 5.9449 -0.7591 0.6849 -0.1 0.1 -0.2 0.1242
H 4.7783 0.0510 1.7725 0.5 -0.1 0.6 0.1071
H 7.3302 1.6213 0.6365 0.4 -1.5 -0.9 0.1301
H 7.3206 0.7305 2.1448 -0.1 -0.1 0.4 0.1318
H 7.8521 3.5189 2.7218 0.2 -1.1 -0.6 0.1029
H 6.4661 2.7071 3.7328 1.3 -0.3 0.4 0.0941
H 6.2180 4.0445 2.8266 0.2 0.4 -0.2 0.0718
C 2.0678 -6.2803 -1.7404 0.1 0.1 -0.7 -0.0453
O 1.9414 -7.2215 -0.6447 0.0 0.9 0.4 -0.1651
C 1.3225 -8.4228 -0.9674 0.4 -1.6 -1.2 -0.2323
C 1.3082 -9.4509 0.2156 0.6 2.4 -1.2 -0.0567
N 0.7163 -8.6951 1.3550 -0.1 -1.8 1.1 0.0530
H 0.6664 -7.7420 1.0246 0.3 1.0 0.7 0.1490
H -0.2130 -9.0634 1.4997 -0.6 0.4 -0.1 0.1712
C 1.4159 -8.9684 2.6963 -0.1 2.8 0.1 -0.0288
C 1.0127 -7.8430 3.6891 -2.3 -0.5 -0.1 -0.2219
O 1.3076 -6.5447 3.2754 1.5 0.6 0.2 -0.1711
C 1.3895 -5.5549 4.3188 -0.1 -0.7 0.9 -0.0698
H 2.7040 -6.6275 -2.5545 0.1 -0.7 0.2 0.1087
H 2.5289 -5.3266 -1.4833 0.0 -0.5 1.0 0.0560
H 1.1261 -6.0026 -2.2138 -0.6 -0.4 0.3 0.0780
H 1.8690 -8.9579 -1.7440 0.3 0.0 -0.3 0.1353
H 0.3435 -8.2797 -1.4246 -0.5 0.2 0.3 0.1253
H 2.3522 -9.5772 0.5024 -0.2 -0.8 -0.3 0.1375
H 0.7122 -10.3218 -0.0570 0.4 -0.1 0.3 0.1464
H 2.4860 -8.8408 2.5325 0.0 -0.7 -0.2 0.1419
H 1.0474 -9.9363 3.0360 0.5 0.0 0.0 0.1474
H 1.2205 -8.1276 4.7205 0.9 0.2 0.0 0.1403
H -0.0755 -7.7814 3.6950 -0.7 -0.9 0.2 0.1220
H 2.0385 -5.8043 5.1582 1.6 -0.2 -0.8 0.0975
H 0.5590 -5.5280 5.0242 -1.5 0.4 -1.1 0.0947
H 1.6379 -4.6028 3.8499 -0.1 -0.6 0.3 0.0605
C -9.7467 4.8180 2.6578 0.6 -1.0 2.0 -0.1304
O -9.1140 5.2308 1.5081 -0.6 -0.7 -3.3 -0.1443
C -9.9027 4.8273 0.3614 -0.9 0.4 1.4 -0.2266
C -9.1537 4.5839 -0.8527 3.1 -0.5 -1.2 -0.0711
N -8.3113 3.2454 -0.7523 -1.2 0.3 -0.8 0.0781
H -7.9730 3.2462 0.1994 1.2 0.0 0.2 0.1507
H -8.9715 2.4811 -0.7406 -0.4 -0.4 -0.2 0.1591
C -7.2767 2.8937 -1.8819 0.3 1.2 2.2 -0.0202
C -6.3081 1.7847 -1.3872 -1.0 0.9 -0.8 -0.2166
O -5.7485 2.1662 -0.1341 0.3 -0.6 -1.5 -0.1843
C -4.5489 1.3774 0.0632 -0.9 0.8 1.8 -0.0761
H -10.1193 3.8003 2.5409 -0.1 -0.2 0.1 0.0854
H -10.5587 5.4167 3.0704 0.0 0.5 -0.4 0.1009
H -8.9096 4.7921 3.3553 -0.4 0.0 0.6 0.1005
H -10.6885 5.5723 0.2361 0.0 0.0 -0.4 0.1528
H -10.4137 3.8660 0.4155 -0.5 -0.2 1.5 0.1256
H -8.3292 5.2953 -0.9013 -0.3 0.4 -0.9 0.1463
H -9.8050 4.4321 -1.7134 0.3 0.6 -0.1 0.1501
H -6.6257 3.7645 -1.9597 -0.2 0.3 0.2 0.1318
H -7.8036 2.8735 -2.8359 -0.1 -0.9 0.2 0.1457
H -5.5965 1.8537 -2.2100 0.4 -0.7 0.2 0.1108
H -6.7274 0.7820 -1.3049 -0.1 0.0 -0.3 0.1283
H -3.8018 1.4800 -0.7238 -0.2 0.2 0.2 0.0693
H -4.7850 0.3348 0.2759 -0.2 -0.3 -0.6 0.0898
H -4.2761 1.7496 1.0507 1.0 0.1 -0.2 0.0932
C -1.7874 -4.0317 2.7475 0.8 -0.3 0.9 -0.0909
O -0.9569 -3.2188 3.5664 0.1 0.2 0.6 -0.2225
C -1.0700 -1.7906 3.4301 1.2 -1.3 -0.7 -0.1575
C 0.1135 -1.2204 4.1918 1.1 -0.7 2.7 -0.0673
N 1.4802 -1.8931 3.8893 -1.1 1.4 0.1 0.0666
H 1.3272 -2.8685 3.6762 -0.1 -0.4 0.5 0.0992
H 1.6599 -1.4707 2.9897 1.4 1.3 -1.9 0.0715
C 2.6442 -1.6135 4.8600 0.5 -1.6 -2.0 -0.0301
C 3.9721 -2.2067 4.2315 -1.2 -1.3 0.6 -0.1365
O 3.8698 -3.6955 4.2737 0.5 1.8 -0.4 -0.2292
C 4.8167 -4.2623 3.3262 -0.2 0.3 0.4 -0.0671
H -1.8435 -5.0007 3.2436 0.1 -0.1 0.2 0.0851
H -1.2316 -4.2168 1.8283 -0.7 0.3 -0.6 0.0734
H -2.8216 -3.6878 2.7288 0.1 0.4 -0.7 0.0963
H -2.0593 -1.4912 3.7763 0.2 0.5 0.2 0.1406
H -0.8888 -1.5240 2.3889 -0.4 0.1 -0.4 0.0994
H 0.1153 -1.4391 5.2597 -1.1 0.0 0.2 0.1241
H 0.2221 -0.1363 4.1627 0.2 -0.2 -0.7 0.1205
H 2.4739 -2.1996 5.7630 -0.2 0.4 0.1 0.1311
H 2.7361 -0.5387 5.0165 -0.2 -0.2 0.0 0.1316
H 4.7971 -1.8415 4.8431 0.1 -0.3 0.2 0.1242
H 4.1847 -1.9077 3.2051 -0.5 0.2 -0.1 0.0989
H 4.4739 -4.0408 2.3156 0.2 0.0 -0.1 0.0668
H 4.9259 -5.3399 3.4480 -0.6 0.0 0.2 0.0919
H 5.8163 -3.8695 3.5127 0.0 0.3 -0.2 0.0945
C -5.6693 0.5705 -8.5096 -1.0 2.5 0.7 -0.6238
F -6.7996 0.6771 -9.3214 2.1 0.6 1.5 0.0969
F -5.1482 -0.5627 -8.7531 1.1 -2.0 -0.5 0.1866
F -4.7392 1.5574 -8.7359 -1.4 -0.9 -0.4 0.0952
S -6.1829 0.7091 -6.6680 -1.8 -0.2 -1.1 0.6735
O -6.5774 2.0922 -6.5041 0.8 -0.8 0.2 -0.3086
O -7.2843 -0.2795 -6.6434 2.2 1.2 0.5 -0.3294
N -4.7710 0.3276 -5.7971 -1.6 1.2 -1.4 -0.3065
S -5.2160 -0.6866 -4.7055 0.7 -0.2 0.1 0.5364
O -6.2987 -0.2138 -3.8829 0.1 -0.4 0.8 -0.3225
O -5.3278 -1.9978 -5.3007 0.4 -1.1 1.2 -0.3263
C -3.6756 -0.7000 -3.4109 -2.9 4.2 -3.9 -0.6491
F -4.0209 -1.5199 -2.5176 0.4 -3.3 2.1 0.1736
F -2.5223 -0.8582 -4.0595 0.0 -0.4 1.2 0.1407
F -3.7258 0.5180 -2.7685 1.0 -0.5 -0.9 0.0696
C -1.0438 5.9572 -0.0045 -0.2 4.1 0.0 -0.6150
F -1.6983 5.8999 1.1681 0.4 -0.6 -1.1 0.1319
F 0.0846 5.2626 0.0633 -0.6 -0.7 -0.2 0.1247
F -1.8206 5.7018 -1.0525 0.3 -1.4 0.8 0.1409
S -0.5349 7.8260 -0.4726 0.8 -1.6 -2.5 0.7386
O 0.5588 7.5623 -1.4171 -0.9 0.3 1.4 -0.3322
O -1.7277 8.4821 -1.0427 2.5 -1.2 2.0 -0.2709
N 0.2305 8.3669 0.9952 0.2 -3.3 -4.1 -0.3210
S -0.8034 9.3477 1.4532 -1.2 8.4 3.0 0.5095
O -0.6719 10.7053 0.8103 -0.2 -3.9 1.8 -0.2834
O -2.0900 8.8459 1.7372 -2.0 -1.0 -0.3 -0.2728
C -0.2681 9.5887 3.2407 0.2 3.3 0.4 -0.6446
F 1.0115 10.0611 3.3008 0.2 -1.2 -0.1 0.0826
F -0.9873 10.6270 3.7064 -0.5 0.2 -0.6 0.1082
F -0.4760 8.6748 4.1666 0.6 -1.6 -0.5 0.1479
C 5.3353 -3.6018 -1.2532 4.3 -1.7 -1.5 -0.5990
F 4.3325 -4.2086 -1.8792 -1.1 0.2 0.9 0.0860
F 5.0623 -2.3148 -1.0445 -0.6 -0.1 0.8 0.0902
F 5.6938 -4.2672 -0.0787 -1.9 1.3 -0.9 0.0525
S 6.8879 -3.8425 -2.4238 1.3 -0.5 0.8 0.5045
O 6.8631 -2.6830 -3.3080 -0.2 -0.1 0.8 -0.3619
O 7.9916 -3.9023 -1.4231 -2.0 0.3 -1.7 -0.3675
O 6.5786 -5.0967 -3.1125 0.0 0.9 1.0 -0.3511
```
Positions in Å, forces in eV/Å.

The highest occupied orbital energy is -9.96 eV. For the LUMO energy, the calculation gives -0.170 Eh. For the max |F|, the calculation gives 8.96 eV Å⁻¹. As for the charge: +2.

=====

(2)
Here is a single C3H3N5 molecule at a distorted geometry from OMol25. Energies are from wB97M-V/def2-TZVPD.

XYZ file:
```
11
Properties=species:S:1:pos:R:3:forces:R:3:lowdin_charge:R:1
N -0.0190 1.1716 1.6258 -0.8 -0.5 -0.6 0.1531
C 0.1779 0.9164 0.3781 1.8 0.7 6.0 -0.5563
N -0.8418 1.2619 -0.4488 -0.3 -3.4 -4.5 0.1749
C -1.1969 0.1385 -1.1136 -3.2 3.2 1.4 -0.1561
N -1.0385 -1.1047 -0.5359 3.3 -1.5 0.7 0.0741
N 0.0866 -1.5391 -0.1345 -2.6 -2.2 -0.6 0.0769
C 1.3141 -0.9685 -0.1741 -1.0 4.8 0.9 -0.1862
N 1.4643 0.2449 0.2595 -1.5 -0.3 -3.4 0.1362
H 0.6620 0.5493 2.0744 0.1 0.9 0.7 0.0548
H -2.2283 0.0531 -1.6389 2.1 1.0 0.1 0.1419
H 2.2341 -1.3625 -0.3406 2.0 -2.8 -0.5 0.0867
```
Positions in Å, forces in eV/Å.

The calculation puts the energy above the lowest of the compared OMol25 structures with the same formula, charge and spin at 101.07 kcal/mol. The highest occupied orbital energy is -9.90 eV. For the LUMO energy, the calculation gives -0.069 Eh. For the max |F|, the calculation gives 6.27 eV Å⁻¹.

=====

For each record above, in turn, the calculated Kohn-Sham gap values are 0.19615, 0.29502 Ha.
For each record above, in turn, the calculated calculated total energy values are -211151.3732, -10604.4846 eV.